No. 1
182
Properties=species:S:1:pos:R:3 method="wB97M-V/def2-TZVPD" lumo_ev=0.62 homo_lumo_gap_ev=9.835 e_homo_ev=-9.21 e_above_lowest_kcal_mol=45.2 total_charge=0
O -5.15795 0.96290 -4.61240
O 3.65345 -2.50557 -1.53269
O -1.21919 -5.83211 0.80935
O -4.14506 -3.02371 1.41631
O 1.69163 4.23189 0.39762
O -0.47289 1.02237 -4.43466
O 6.99786 0.09427 -1.84390
O 0.19087 -2.18011 5.33977
O -2.46503 5.09449 -4.15563
O -2.57634 5.31316 1.22215
O 3.39566 -0.84862 2.22679
O -1.03760 -2.18790 -2.26976
O 0.19745 3.10387 3.33649
O 0.40101 0.24776 -0.44761
C -0.94788 0.55111 -0.19078
C -5.18859 -3.93372 0.90625
C 2.95934 -4.71615 -1.05924
C 2.40457 -2.57531 -2.20390
C -1.66921 -3.27340 -1.63595
C -5.13016 0.12247 -3.42400
C -4.03140 5.30750 1.28965
C 1.33646 2.87508 0.12327
C -1.14512 -2.48968 5.54642
C -0.29297 4.39301 3.84259
C 2.99400 4.17486 0.90558
C -1.93415 -1.47667 4.75760
C -1.05355 0.56340 1.32377
C -1.50339 -4.83365 1.82446
C 0.00459 -0.47584 1.71552
C -5.63808 -3.29208 -0.33140
C 0.13051 -6.33700 1.09097
C 4.45508 -2.82531 2.92396
C -2.04837 6.17390 -3.35974
C 1.77349 3.68220 4.90781
C 1.82110 1.02973 -3.77310
C 0.26650 0.81943 -5.55397
C 4.14314 -3.88984 -1.54816
C -3.86225 1.51744 -4.73643
C 1.64278 1.34133 -5.25960
C -1.64957 -2.08622 -3.56203
C 1.12502 2.50094 4.27964
C -0.15126 -4.20759 2.23562
C -2.04342 -4.23014 -2.68689
C 0.31488 -0.76382 5.30166
C 3.13990 -2.24403 2.37172
C -1.10757 -0.14637 4.91883
C 7.19953 -1.22895 -1.29570
C 6.37937 -1.27705 0.03367
C 0.36051 0.72831 -3.33025
C -3.24937 3.36988 0.15723
C 0.70034 -5.42662 2.18468
C 0.58185 4.74679 5.09164
C 0.59113 -0.91905 0.36780
C -4.63290 -1.67280 1.20810
C -4.50474 4.30180 0.26132
C 3.74568 3.15982 0.05605
C -2.63322 -3.23294 -3.65049
C -3.38127 1.90969 -3.35092
C -2.16961 3.96841 0.98809
C -1.27746 4.50274 -4.65190
C 2.63744 2.09941 -0.21498
C 5.44867 -0.04103 -0.04815
C 5.04118 -1.66773 3.77033
C 4.11409 -0.49682 3.34442
C -0.82626 5.62047 -2.53628
C -0.42029 4.44450 -3.36170
C 5.60734 0.34198 -1.55838
C -5.71794 -1.80466 0.11653
C -4.20150 0.87605 -2.42667
C 1.79252 -3.82117 -1.49486
H -6.16717 0.05403 -3.03686
H -1.43670 3.53630 -5.12367
H -3.21954 0.71691 -5.20103
H 3.40701 5.21460 0.86295
H 4.29720 -3.73293 3.46484
H 2.71103 1.74421 -1.22280
H 1.74901 -5.15134 1.84647
H -6.69264 -1.54635 0.54178
H -0.87724 5.21716 -5.36173
H 4.69816 0.33949 3.07689
H 2.45650 4.21202 4.20905
H 1.24978 -3.54492 -0.58634
H -4.77143 -4.88835 0.73689
H -2.91571 -1.40165 5.25836
H 1.10368 -4.37915 -2.08254
H -4.32724 5.01715 2.31408
H 0.00850 4.52616 6.01956
H 4.61473 2.78926 0.59333
H -3.96017 2.33909 -5.46987
H -0.15158 6.43970 -2.63534
H 0.67737 2.89853 -0.72724
H -2.01797 -5.24256 2.67109
H -2.28341 1.85026 -3.30899
H 1.65715 -1.11978 0.43034
H -0.92314 1.55921 1.80433
H 0.85894 5.74818 4.96872
H 2.37429 1.94143 -3.42255
H -1.49971 -2.52455 6.59260
H -1.29803 -3.49920 5.16865
H 1.66293 2.41732 -5.50939
H -1.09956 5.41493 -1.53660
H 0.83290 -0.02223 2.23394
H 2.34076 -2.37983 3.12852
H 0.07648 1.22222 -2.42194
H -2.03770 0.33288 1.65537
H -3.76236 -1.06766 0.89283
H -0.20300 4.97147 2.91221
H 1.83311 -1.64700 -1.97638
H 5.77194 0.80009 0.55644
H -0.26229 1.39096 -6.33113
H -4.97967 -1.18844 2.09902
H 2.90613 -2.66165 1.37279
H -1.42366 0.48696 5.71437
H 0.65369 4.47154 -3.60796
H -4.43406 6.32651 1.22186
H 4.44173 -0.32634 0.19262
H 0.70771 -0.33892 6.22641
H -0.94039 -3.68452 -0.91734
H -0.86954 -2.14011 -4.36597
H -1.22351 4.02802 0.52063
H 4.01784 3.59966 -0.90416
H -4.77945 1.47104 -1.71340
H -2.14411 -4.06960 1.34756
H -4.77191 -0.84126 -3.70273
H -0.15506 -3.68111 3.19262
H 0.27620 -0.35391 -3.20519
H 5.75541 -2.14558 0.07474
H 5.02079 -1.89176 4.82024
H 0.64376 -6.25457 0.11359
H 5.10297 -4.06007 -1.08805
H 0.21601 -3.47250 1.51780
H -1.10645 -4.64052 -2.99847
H -1.18697 1.50474 -0.66719
H 5.43483 1.37574 -1.81990
H -2.13929 -1.12946 -3.68580
H 8.25519 -1.31023 -1.22530
H -0.00858 -1.78534 -0.05972
H -5.51837 -1.08646 -0.63512
H 6.10877 -1.48535 3.49510
H 2.78320 1.21214 0.43814
H -2.05438 3.49066 1.96501
H -2.98246 3.38264 -0.89362
H 0.62661 1.95561 5.05366
H -0.31621 -1.36143 2.23282
H -5.45193 3.85607 0.60760
H 2.51188 -2.73006 -3.29339
H -5.96393 -3.99713 1.59920
H -2.76377 -4.90752 -2.26858
H 6.76992 -2.00035 -1.99269
H 7.06489 -1.29519 0.92864
H -2.53980 -2.97578 -0.96919
H 0.79712 -5.84198 3.18274
H -3.51892 0.17817 -1.89442
H -4.70026 4.77133 -0.70804
H -1.60918 -0.22033 -0.58926
H 1.82518 1.86391 3.65290
H -4.91498 -3.46619 -1.14410
H -0.57138 3.48110 -2.87158
H 2.34998 0.81554 -5.83532
H -1.99885 -1.66077 3.70808
H 0.80676 2.43746 0.99269
H 3.01472 -4.87537 0.04112
H 2.93867 3.79570 1.97182
H 0.30284 -0.24305 -5.82580
H 3.42815 -0.23634 4.17922
H -3.44683 2.38833 0.43751
H -2.85492 -3.57115 -4.62071
H -1.32031 4.30927 4.12332
H -3.62781 -2.90975 -3.25152
H -3.76876 2.91206 -3.16610
H 4.97923 -0.21571 -2.23581
H 0.03533 -7.36349 1.43691
H -6.60428 -3.64829 -0.66718
H 2.51814 0.18480 -3.53963
H 2.33169 3.66018 5.88038
H 2.95110 -5.72751 -1.45440
H 1.12062 -0.56085 4.57366
H 5.14739 -3.11351 2.14750
H -2.85618 6.49652 -2.67424
H -1.05880 0.37169 3.93902
H 4.36175 -4.22454 -2.58170
H -1.82952 7.09121 -3.96414

=====

No. 2
23
Properties=species:S:1:pos:R:3 method="wB97M-V/def2-TZVPD" lumo_ev="-1.16 / -0.86" homo_lumo_gap_ev="7.327 / 8.084" e_homo_ev="-8.49 / -8.95" e_above_lowest_kcal_mol=141.4 total_charge=0
S 1.50266 -0.07118 1.64525
O 1.64472 1.27696 2.17076
N 0.81900 0.09066 0.09575
N -2.22347 -1.24797 2.03343
C -0.43576 -0.37208 -1.76508
C -1.33242 0.87141 0.98529
C -1.87599 0.19598 -1.39349
C -1.68708 1.30145 -0.42173
C 3.20753 -0.53171 1.05313
C 0.40241 -0.97265 -0.68154
C -1.84714 -0.25042 1.57619
H -1.04044 2.06879 -0.80895
H 0.02924 0.54774 -2.07152
H -0.86122 1.75383 1.64173
H -0.61923 -1.24152 -2.40839
H -2.60128 -0.52312 -0.99972
H -2.70800 1.78033 -0.12953
H 3.79997 0.08511 1.77581
H -0.15352 -1.80824 -0.11010
H 3.39439 -0.34459 -0.08049
H 3.48843 -1.63930 1.27218
H 1.29408 -1.46519 -1.07623
H -2.19687 0.49571 -2.30275

=====

No. 3
15
Properties=species:S:1:pos:R:3 method="wB97M-V/def2-TZVPD" lumo_ev="-4.60 / -9.89" homo_lumo_gap_ev="9.203 / 3.561" e_homo_ev="-13.80 / -13.45" multiplicity=2 e_above_lowest_kcal_mol=54.0 total_charge=+1 s2=0.76
O 1.35599 0.89843 0.45666
O -0.18911 -2.97509 -2.35765
N -0.94695 0.74093 0.72860
C -0.22730 -1.55522 -2.17201
C 0.38342 1.13441 1.07757
C 0.54164 1.79964 2.39408
H 0.40510 -3.20667 -3.04050
H -0.42028 2.45821 2.52651
H 0.47934 -1.21759 -1.43908
H 1.43395 2.47107 2.27970
H 0.77295 1.20919 3.32041
H -1.05257 0.25803 -0.10860
H 0.33252 -1.21238 -3.11212
H -1.64156 0.51101 1.45483
H -1.22714 -1.31396 -2.00838

=====

No. 4
11
Properties=species:S:1:pos:R:3 method="wB97M-V/def2-TZVPD" lumo_ev="0.33 / -0.96" homo_lumo_gap_ev="7.906 / 8.526" e_homo_ev="-7.57 / -9.49" multiplicity=3 e_above_lowest_kcal_mol=37.6 total_charge=0 s2=2.01
I -2.28756 1.31160 -0.47165
I 2.92678 1.09463 -0.24030
C 1.01923 0.33597 -0.30711
C 0.68436 -1.04233 -0.76626
C -1.65119 0.91817 1.44780
H -1.39120 1.76454 2.13066
H -2.16423 0.05623 1.87664
H 0.28408 0.83641 0.33648
H 0.93984 -1.26552 -1.75243
H -0.44698 -1.24770 -0.57705
H 1.21430 -1.69895 -0.22196

=====

No. 5
9
Properties=species:S:1:pos:R:3 method="wB97M-V/def2-TZVPD" lumo_ev="-0.02 / -0.19" homo_lumo_gap_ev="8.823 / 8.412" e_homo_ev="-8.85 / -8.60" e_above_lowest_kcal_mol=130.6 total_charge=0
O -0.26370 0.56447 1.78177
N 0.14334 -0.05716 0.81361
C -0.39137 1.06861 -0.97493
C 0.45690 -1.27475 0.59258
H 0.70195 -1.74896 -0.44579
H -1.32333 1.25606 -0.63206
H 0.46726 -1.91796 1.53791
H 0.34401 1.85021 -0.97739
H -0.13506 0.25948 -1.69570

=====

No. 6
55
Properties=species:S:1:pos:R:3 method="wB97M-V/def2-TZVPD" lumo_ev=2.45 homo_lumo_gap_ev=6.436 e_homo_ev=-3.99 total_charge=-1
Al 1.16461 1.86258 -1.33033
F 0.06963 -0.36886 5.39314
F 1.18593 -1.27816 3.74892
F -4.33080 -4.62635 0.29701
F -0.06469 -2.52200 5.03542
F -2.48710 -5.03222 1.37904
F -3.46249 -6.63001 0.25191
O -1.15169 -5.39056 -0.89336
O -0.33829 2.44983 -2.18112
O -1.02940 -0.68085 2.36997
O -2.87086 -4.31317 -1.90877
O -2.28110 -1.33795 4.15409
C -0.58761 4.80739 -2.65169
C 0.04400 -1.31759 4.43276
C -3.51990 -1.13650 3.44038
C 0.75447 1.83437 0.65117
C -1.15455 -1.07054 3.49127
C 0.28215 -3.61077 -1.77928
C -0.23261 -5.02194 -1.94962
C -0.84278 3.65897 -1.71792
C 4.48953 3.71053 0.02272
C -2.38474 -4.92660 -1.00254
C -3.18195 -5.30696 0.26096
C -3.78959 -2.22951 2.42855
C 3.17907 4.02602 -0.66635
C 3.84101 2.28548 -2.52046
C 2.72985 3.09891 -1.82329
H 2.42321 4.00574 0.10468
H -3.75689 -3.20789 2.90790
H 1.48203 0.34749 -1.82598
H -4.77246 -2.09236 1.97906
H 1.02262 -3.39222 -2.54555
H 0.91695 2.76291 1.18794
H -0.29909 1.60504 0.75210
H 4.78807 4.55268 0.63352
H 2.31471 3.74064 -2.58081
H 3.21450 5.05846 -1.00061
H 1.27274 1.04119 1.16971
H -1.92567 3.57818 -1.58809
H -0.72296 -5.16587 -2.91147
H -0.44620 3.94111 -0.73381
H 0.74847 -3.48798 -0.80197
H -0.51324 -2.87485 -1.86402
H 0.46134 5.04929 -2.69715
H -1.10445 5.69236 -2.29673
H 4.39358 2.86564 0.68793
H 4.04917 2.66724 -3.51291
H 0.57631 -5.74400 -1.86521
H -3.05068 -2.22116 1.63141
H 5.29646 3.53598 -0.66475
H -0.94084 4.58333 -3.64871
H -3.51268 -0.14812 2.98166
H -4.27907 -1.14546 4.21908
H 4.78169 2.26359 -1.98818
H 3.55227 1.25548 -2.66162

=====

No. 7
16
Properties=species:S:1:pos:R:3 method="wB97M-V/def2-TZVPD" lumo_ev=0.99 homo_lumo_gap_ev=10.781 e_homo_ev=-9.79 e_above_lowest_kcal_mol=56.2 total_charge=0 smiles="[H]/N=C1/CC=CCO1.[H][H]"
O 1.42411 -0.47423 -0.68836
N 0.37777 -2.38619 -1.36965
C -1.03282 0.83554 -0.26431
C 0.10045 1.46983 0.01454
C -1.04472 -0.64251 -0.51305
C 1.39224 0.71743 0.09431
C 0.30615 -1.22607 -0.87128
H -1.98175 1.36477 -0.28222
H -0.61093 0.33150 2.90978
H 1.60766 0.45376 1.14106
H -1.09807 0.40056 2.35436
H -1.72843 -0.90650 -1.32448
H 2.22811 1.32229 -0.26880
H 1.35621 -2.62260 -1.54361
H 0.12387 2.53279 0.23662
H -1.41984 -1.17037 0.37507

=====

No. 8
84
Properties=species:S:1:pos:R:3 method="wB97M-V/def2-TZVPD" lumo_ev="0.34 / -0.03" homo_lumo_gap_ev="5.078 / 7.362" e_homo_ev="-4.74 / -7.39" multiplicity=4 e_above_lowest_kcal_mol=16.5 total_charge=0 s2=3.77
Ti 0.15060 0.09516 0.19803
S 4.47578 -4.07671 -3.71313
S 2.90017 1.14082 0.19854
S -5.94450 -2.85003 1.81041
S 0.10955 1.46884 -1.90658
P 1.92771 2.01487 -1.27450
O 0.24945 -1.06108 2.14555
O -2.15154 2.43471 0.94226
O -2.02327 0.43433 2.69110
O 1.84210 3.56747 -0.82103
O 2.92242 2.04885 -2.53977
O 0.35810 1.56490 1.79012
N -1.47249 -1.07885 -0.10106
N 1.09699 -1.41731 -0.82624
C 0.02774 2.94532 1.94712
C -6.89156 -0.49685 1.74894
C -7.20286 -1.74647 2.17606
C 4.05211 -2.80154 -2.63036
C -3.07206 2.45493 2.01871
C 2.75851 -2.78939 -1.92025
C 1.33048 -0.40114 2.81208
C 1.08516 1.09541 2.93177
C 2.01449 -3.95023 -1.64811
C 2.24772 -1.58053 -1.48983
C -1.83984 -3.50258 -0.01428
C -2.69910 1.55187 3.19435
C 5.98495 -3.36644 -4.09780
C -3.61817 -1.95138 0.55336
C 2.55782 1.98082 -3.92941
C -0.79313 -1.56135 2.99782
C 5.04872 -1.87004 -2.59502
C -1.00075 -2.38395 -0.24537
C 3.38006 0.90935 -4.60257
C -1.65054 -0.50586 3.65825
C 1.24883 5.85906 -1.10890
C 6.15490 -2.19194 -3.43746
C -1.06157 3.34956 0.98780
C -5.61261 -0.43334 1.11924
C -0.07451 -4.97915 -0.78659
C -4.96225 -1.63622 1.06615
C 1.54296 4.55720 -1.81503
C -2.75396 -0.92193 0.23091
C -3.12660 -3.27663 0.42062
C -1.30463 -4.82170 -0.28105
C 0.78567 -3.84216 -1.04678
C 0.31834 -2.55555 -0.67897
H 1.49657 1.77232 -4.01901
H -1.10473 -0.01908 4.47653
H -4.01985 2.11914 1.60281
H 2.40216 4.65948 -2.47831
H 6.65536 -3.85662 -4.78986
H 2.82437 -0.69144 -1.68272
H -0.33454 -2.17193 3.77660
H 0.31063 5.79909 -0.55271
H -0.30631 3.08860 2.97554
H -2.06296 2.07801 3.91725
H -3.09076 0.10866 0.27410
H 1.48644 -0.82302 3.80636
H 3.16777 -0.07142 -4.17021
H 2.04310 1.60778 2.99089
H -1.40469 4.34581 1.28087
H -7.54891 0.35517 1.86905
H 1.16968 6.67270 -1.83304
H 0.29537 -5.97010 -1.03125
H -2.52718 -0.99843 4.09322
H -3.21085 3.47786 2.38311
H 4.44771 1.11008 -4.49024
H 0.68481 4.23057 -2.40826
H 0.50400 1.33374 3.82277
H -1.40256 -2.20214 2.36866
H -1.94112 -5.68307 -0.10272
H -3.61374 1.25236 3.71821
H 0.91937 3.55080 1.77730
H 2.05358 6.09269 -0.40988
H -0.66852 3.39500 -0.02288
H -8.09945 -2.09096 2.67296
H 2.20219 -0.59129 2.20888
H -5.20768 0.47368 0.68360
H 2.39683 -4.93024 -1.92242
H 7.04175 -1.57735 -3.53221
H -3.77578 -4.12605 0.61689
H 3.14137 0.87827 -5.66864
H 5.00361 -0.98387 -1.96927
H 2.75752 2.96203 -4.36107